w.
DFT (ωB97M-V/def2-TZVPD) results for 2 unconnected molecules or ions with the total composition CH4FN2O.

Properties
spin multiplicity	1
charge	+1

The geometry in XYZ format:
```
9
Properties=species:S:1:pos:R:3:lowdin_charge:R:1
F 2.51 0.59 0.18 -0.1063
O -1.75 2.17 0.52 0.3330
N -1.20 0.05 -0.02 0.2087
N -1.46 1.10 0.26 -0.0019
C -0.46 -1.11 -0.21 0.0462
H -0.77 -1.90 0.51 0.1393
H 3.14 1.31 0.08 0.1342
H 0.62 -0.79 -0.09 0.1255
H -0.64 -1.41 -1.24 0.1213
```



x.
DFT (ωB97M-V/def2-TZVPD) results for 2 unconnected molecules or ions with the total composition CH4FN2O.

Properties
spin multiplicity	1
charge	+1

The geometry in XYZ format:
```
9
Properties=species:S:1:pos:R:3:lowdin_charge:R:1
F -1.72 -0.69 0.41 0.1027
O -0.09 1.46 0.31 -0.0543
N -0.05 -1.62 -0.64 0.2587
N 1.07 1.95 0.69 0.1695
C -0.59 -0.53 -0.29 -0.0757
H -0.48 -2.46 -0.47 0.1240
H 1.48 2.66 -0.02 0.1457
H -0.50 0.86 1.05 0.1626
H 0.89 -1.63 -1.03 0.1668
```



Going by the computed energies, the most stable comes first: w, x.



w.
DFT (ωB97M-V/def2-TZVPD) results for 2 unconnected molecules or ions with the total composition C6H12O.

Properties
spin multiplicity	2
charge	-1

The geometry in XYZ format:
```
19
Properties=species:S:1:pos:R:3:lowdin_charge:R:1
O -0.38 -2.33 1.36 -0.0953
C -0.16 0.32 -0.95 -0.1718
C -2.46 -0.54 -1.29 -0.2010
C 0.87 0.75 -0.14 -0.4019
C -1.54 0.16 -0.50 -0.3417
C 0.58 1.39 1.19 -0.1284
C 2.35 0.67 -0.46 -0.1227
H -1.61 0.21 0.58 0.0497
H 1.50 1.74 1.68 0.0529
H -3.51 -0.25 -1.44 -0.0371
H -0.79 -3.12 1.74 0.0187
H 0.14 0.71 1.94 0.0613
H -0.14 2.20 1.11 0.0605
H 2.59 0.10 -1.37 0.0561
H 0.12 -0.20 -1.87 0.0846
H 2.85 0.21 0.39 0.0571
H 2.72 1.68 -0.65 0.0516
H -2.26 -1.49 -1.82 -0.0253
H -0.87 -2.20 0.51 0.0326
```



x.
DFT (ωB97M-V/def2-TZVPD) results for 2 unconnected molecules or ions with the total composition C6H12O.

Properties
spin multiplicity	2
charge	-1

The geometry in XYZ format:
```
19
Properties=species:S:1:pos:R:3:lowdin_charge:R:1
O -0.67 3.40 -0.24 -0.0857
C 1.21 -0.99 1.93 -0.2873
C -0.60 -1.22 0.26 -0.2577
C -1.01 -1.28 -1.19 -0.3439
C 0.67 -0.78 0.62 -0.2538
C 2.27 -0.22 2.38 -0.1401
C -0.83 0.05 -1.98 -0.1527
H -0.54 3.58 -1.19 0.0278
H -1.55 2.98 -0.27 0.0267
H -0.33 -0.23 -2.92 0.0435
H -0.38 -2.11 -1.58 0.0812
H -0.16 0.72 -1.45 0.0352
H 2.62 -0.30 3.41 -0.0164
H 0.66 -1.61 2.63 0.0714
H 1.10 0.09 0.13 0.0733
H 2.81 0.52 1.79 0.0012
H -1.34 -1.51 1.03 0.0557
H -1.85 0.39 -2.22 0.0502
H -2.09 -1.49 -1.12 0.0714
```



y.
DFT (ωB97M-V/def2-TZVPD) results for a gas-phase ion, C6H12O (charge -1).

Properties
spin multiplicity	2
charge	-1

The geometry in XYZ format:
```
19
Properties=species:S:1:pos:R:3:lowdin_charge:R:1
O -1.68 -0.39 -2.16 -0.2690
C -1.66 1.09 -0.18 -0.2461
C 1.53 -1.97 0.12 -0.1198
C 0.57 -0.96 0.73 -0.2794
C -0.33 1.38 0.61 -0.2438
C -1.43 0.77 -1.64 -0.4987
C 0.79 0.46 0.25 -0.2717
H -0.56 1.25 1.68 0.0869
H 1.78 0.79 0.57 0.0980
H -0.49 -1.18 0.61 0.0983
H 2.49 -1.54 -0.02 0.0479
H -2.12 0.22 0.29 0.0800
H -0.80 1.51 -2.16 0.0435
H 0.73 -1.02 1.82 0.0989
H 1.16 -2.24 -0.87 0.0732
H -2.36 1.92 -0.05 0.0639
H 0.90 0.35 -0.82 0.0969
H -0.12 2.45 0.55 0.0831
H 1.60 -2.91 0.66 0.0579
```



Going by the computed energies, the most stable comes first: y, w, x.



w.
DFT (ωB97M-V/def2-TZVPD) results for a molecular structure, C4H7IN2.

Properties
spin multiplicity	1
charge	0

The geometry in XYZ format:
```
14
Properties=species:S:1:pos:R:3:lowdin_charge:R:1
I -0.19 -2.32 1.39 1.1695
N -0.04 0.62 1.64 0.1032
N -0.47 -1.67 -0.40 -0.6769
C 0.35 1.61 1.24 -0.2290
C -1.80 -1.26 -0.60 -0.4681
C 2.15 2.64 0.23 0.0248
C 0.94 2.80 0.74 -0.1633
H -2.13 -0.73 0.33 0.0085
H 0.53 3.82 0.70 0.1173
H -1.83 -0.50 -1.39 0.0533
H 2.73 1.71 0.46 0.0923
H -2.66 -1.99 -0.92 0.0791
H 2.75 3.39 -0.35 0.0826
H -0.40 -4.02 1.41 -0.1934
```



x.
DFT (ωB97M-V/def2-TZVPD) results for 2 unconnected molecules or ions with the total composition C4H7IN2.

Properties
SMILES	CC1=NN=CC1.I
spin multiplicity	1
charge	0

The geometry in XYZ format:
```
14
Properties=species:S:1:pos:R:3:lowdin_charge:R:1
I 1.69 4.50 -2.13 0.2627
N 0.22 1.81 -0.85 -0.0625
N 0.97 0.99 -0.08 0.0513
C -1.04 -0.08 -0.50 -0.1073
C -0.96 1.27 -1.08 -0.1127
C 1.04 -1.20 0.88 -0.0542
C 0.32 -0.11 0.18 -0.3399
H -1.30 -0.71 -1.36 0.1351
H 0.45 -1.98 1.37 0.0670
H 1.87 -0.74 1.60 0.1309
H 1.07 3.33 -1.13 -0.3598
H -1.70 1.59 -1.84 0.1278
H 1.49 -1.76 -0.01 0.1054
H -1.87 -0.10 0.28 0.1564
```



y.
DFT (ωB97M-V/def2-TZVPD) results for C4H7IN2 in the gas phase.

Properties
spin multiplicity	1
charge	0

The geometry in XYZ format:
```
14
Properties=species:S:1:pos:R:3:lowdin_charge:R:1
I -2.32 1.87 0.86 0.9520
N -2.01 -0.62 0.48 -0.1946
N 0.71 2.37 0.11 0.0353
C -0.78 -1.06 0.45 -0.3813
C 1.51 -1.08 -0.72 -0.0786
C -0.32 1.72 0.27 -0.6770
C 0.02 -0.68 -0.57 -0.1927
H -0.34 -0.09 -1.47 0.1190
H 1.55 -2.12 -1.15 0.0972
H 1.83 -0.29 -1.36 0.0586
H 0.89 3.39 0.18 0.0844
H -0.11 -1.55 1.32 0.1566
H 1.89 -1.18 0.24 0.0357
H -2.52 -0.66 1.36 -0.0147
```



Going by the computed energies, the most stable comes first: x, y, w.



w.
DFT (ωB97M-V/def2-TZVPD) results for a gas-phase ion, C7H12N (charge +1).

Properties
SMILES	C[C@@]12C=C[C@@H](CC1)[NH2+]2
spin multiplicity	1
charge	+1

The geometry in XYZ format:
```
20
Properties=species:S:1:pos:R:3:lowdin_charge:R:1
N -0.20 0.33 -1.20 0.1433
C 0.66 -1.65 -0.28 -0.1388
C 1.98 0.35 -0.20 -0.0163
C -0.41 -1.01 0.68 -0.0513
C 1.22 -0.53 -1.09 -0.1672
C 1.11 0.97 0.61 0.0096
C -1.48 1.33 0.77 -0.0116
C -0.29 0.57 0.25 -0.4649
H 1.28 -2.38 0.34 0.1599
H -0.07 1.11 -1.86 0.1942
H 1.48 -0.74 -2.15 0.1683
H -1.40 -1.33 0.41 0.1043
H -0.29 -1.30 1.76 0.1479
H 3.07 0.30 -0.14 0.1355
H -2.38 0.90 0.31 0.0923
H 1.29 1.80 1.40 0.1664
H -1.57 1.10 1.82 0.0920
H 0.30 -2.36 -0.97 0.0982
H -0.88 -0.27 -1.77 0.2180
H -1.49 2.45 0.59 0.1201
```



x.
DFT (ωB97M-V/def2-TZVPD) results for a gas-phase ion, C7H12N (charge +1).

Properties
spin multiplicity	1
charge	+1

The geometry in XYZ format:
```
20
Properties=species:S:1:pos:R:3:lowdin_charge:R:1
N -1.40 -0.18 -0.47 -0.0812
C -1.55 1.29 -0.74 -0.0405
C 1.49 -1.48 -0.64 -0.0211
C -1.69 -0.80 0.92 0.0563
C -0.25 0.61 -1.03 -0.1050
C 1.31 2.14 0.34 0.1706
C 0.92 0.88 -0.19 -0.2632
C 1.77 -0.21 0.13 0.0712
H -2.16 1.44 -1.64 0.1300
H 1.92 -1.45 -1.71 0.1564
H 1.75 -2.37 -0.25 0.0533
H 0.43 -1.33 -0.79 0.0445
H -1.84 1.96 0.03 0.1192
H -2.29 -0.11 1.46 0.0909
H 0.93 3.15 0.19 0.0849
H -1.99 -1.88 0.81 0.1317
H 2.60 -0.20 0.71 0.0957
H -2.03 -0.67 -1.16 0.1901
H -0.81 -0.85 1.45 0.0497
H 2.27 2.28 0.79 0.0665
```



Going by the computed energies, the most stable comes first: w, x.